# C7H15N3

2 unconnected molecules or ions with the total composition C7H15N3 in a non-equilibrium geometry (ωB97M-V with the def2-TZVPD basis set, the OMol25 dataset).

The geometry in XYZ format:
```
25
C7H15N3, DFT ωB97M-V with the def2-TZVPD basis set
C 0.850 -0.479 0.122
C -1.488 -0.202 1.119
C -1.277 1.230 0.734
C 1.583 0.003 -1.110
C 0.630 -1.970 0.054
C 1.550 -0.013 1.376
N -2.079 -0.769 0.043
C -1.126 0.956 -0.739
N -0.739 1.917 -1.643
N -1.805 -0.131 -1.119
H -2.321 -1.746 -0.026
H -1.682 -0.592 2.107
H -1.042 1.755 -2.592
H -0.839 2.874 -1.344
H -2.169 1.865 0.932
H -0.419 1.710 1.199
H 2.596 -0.427 -1.139
H 1.694 1.087 -1.136
H 1.086 -0.317 -2.029
H 0.289 -2.382 1.005
H 1.557 -2.497 -0.216
H -0.112 -2.217 -0.712
H 2.620 -0.275 1.357
H 1.128 -0.458 2.278
H 1.515 1.077 1.481
```

## Properties
- highest occupied orbital energy (alpha / beta) (eV) = -6.5 / -6.5
- largest force on an atom (eV Å⁻¹) = 1.25
- orbital gap (alpha / beta) (eV) = 7.4 / 7.4

natural (NBO) atomic charge list, values in e, 2 entries:
1 C -0.01
2 C 0.01

---

# C7H15N4OS

2 unconnected molecules or ions with the total composition C7H15N4OS in a non-equilibrium geometry (ωB97M-V with the def2-TZVPD basis set, the OMol25 dataset).

The geometry in XYZ format:
```
28
C7H15N4OS, DFT ωB97M-V with the def2-TZVPD basis set
C 0.895 -1.666 -0.134
C 0.819 0.067 1.626
C 1.388 -1.166 1.248
C -0.334 0.263 -0.324
C -0.102 0.171 -3.405
C -2.448 1.624 1.093
C -0.325 1.259 -2.374
N 0.059 -1.007 -0.849
N 0.529 0.867 0.629
N 1.255 -2.886 -0.468
N 1.146 0.597 2.844
O -1.108 -0.436 1.930
S -1.894 -0.093 0.712
H 1.226 -2.004 1.935
H 2.503 -1.122 1.256
H 0.259 0.553 -4.345
H -0.981 -0.540 -3.756
H 0.646 -0.474 -2.956
H -2.969 1.579 2.137
H -3.379 1.853 0.449
H -1.608 2.301 1.037
H -1.382 1.687 -2.337
H 0.602 1.870 -2.079
H 0.441 1.877 0.717
H 1.648 -3.579 0.170
H 1.078 -3.127 -1.416
H 1.228 -0.032 3.636
H 0.807 1.564 3.023
```

## Properties
- total charge = +1
- highest occupied orbital energy (eV) = -11.8
- largest force on an atom (eV Å⁻¹) = 4.76
- orbital gap (eV) = 9.1

natural (NBO) atomic charge list, values in e, 2 entries:
1 C 0.50
2 C 0.62

---

# C7H15N4PS

C7H15N4PS in the gas phase in a non-equilibrium geometry (ωB97M-V with the def2-TZVPD basis set, the OMol25 dataset).

The geometry in XYZ format:
```
28
C7H15N4PS, DFT ωB97M-V with the def2-TZVPD basis set
C -0.324 -0.839 2.647
N -0.729 -0.250 1.405
C -1.620 0.840 1.667
P -0.225 -0.708 -0.146
S -0.083 -2.867 -0.339
N -1.089 0.207 -1.246
C -0.730 1.547 -1.686
C -1.778 -0.715 -2.131
N 1.354 -0.066 -0.131
C 2.203 -0.619 -1.008
C 3.428 -0.205 -0.649
N 3.378 0.501 0.552
C 2.101 0.560 0.819
H 0.241 -1.791 2.508
H 0.421 -0.193 3.192
H -1.165 -1.034 3.198
H -2.598 0.331 1.816
H -1.139 1.389 2.515
H -1.737 1.552 0.869
H 0.141 1.841 -1.029
H -0.333 1.562 -2.790
H -1.669 2.169 -1.546
H -1.104 -1.043 -3.057
H -2.006 -1.671 -1.488
H -2.696 -0.269 -2.527
H 1.851 -0.971 -1.976
H 4.280 -0.408 -1.115
H 1.626 1.151 1.675
```

## Properties
- SMILES = CN(C)P(=S)(N(C)C)n1ccnc1
- highest occupied orbital energy (eV) = -8.4
- largest force on an atom (eV Å⁻¹) = 4.02
- orbital gap (eV) = 8.9

natural (NBO) atomic charge list, values in e, 2 entries:
1 C -0.40
2 N -0.82

---

# C7H15N5

2 unconnected molecules or ions with the total composition C7H15N5 (ωB97M-V with the def2-TZVPD basis set, the OMol25 dataset).

The geometry in XYZ format:
```
27
C7H15N5, DFT ωB97M-V with the def2-TZVPD basis set
C -1.108 2.328 1.876
C 0.045 1.559 1.732
C -2.101 2.185 0.940
C 0.151 0.678 0.669
C -0.891 0.496 -0.284
C 1.397 -0.140 0.488
C -1.565 -1.568 -1.979
N -1.954 1.298 -0.060
N 1.766 -0.888 1.555
N -2.532 -2.001 -1.208
N 2.599 0.994 0.101
N -0.431 -2.208 -2.135
H -1.219 3.025 2.689
H 0.841 1.672 2.457
H -3.011 2.763 0.977
H 1.366 -0.711 -0.440
H -1.736 -0.682 -2.576
H 2.475 -1.596 1.461
H 1.649 -0.522 2.486
H -3.419 -1.524 -1.158
H -2.440 -2.847 -0.661
H 2.298 1.577 -0.684
H 3.475 0.523 -0.142
H 2.772 1.601 0.907
H 0.222 -1.944 -2.855
H -0.265 -3.084 -1.656
H -2.715 1.246 -0.730
```

## Properties
- total charge = +2
- highest occupied orbital energy (eV) = -15.3
- largest force on an atom (eV Å⁻¹) = 0.83
- orbital gap (eV) = 9.0

natural (NBO) atomic charge list, values in e, 2 entries:
1 C -0.25
2 C -0.12

---

# C7H15N5S

A gas-phase ion, C7H15N5S (charge +2) in a non-equilibrium geometry (ωB97M-V with the def2-TZVPD basis set, the OMol25 dataset).

The geometry in XYZ format:
```
28
C7H15N5S, DFT ωB97M-V with the def2-TZVPD basis set
C 0.334 -1.380 2.792
S 1.622 -1.129 1.549
C 0.792 -0.323 0.055
C 1.914 0.090 -0.810
C 1.652 0.963 -2.058
C 2.384 1.501 -0.893
N 0.034 0.771 0.485
C -1.263 0.957 0.511
N -1.824 2.104 0.803
N -2.013 -0.053 -0.017
C -1.415 -1.124 -0.727
N -2.206 -2.028 -1.361
N -0.129 -1.214 -0.666
H 0.981 -1.400 3.654
H -0.046 -2.349 2.645
H -0.259 -0.501 2.689
H 2.781 -0.585 -0.892
H 0.602 1.160 -2.102
H 2.082 0.736 -3.011
H 3.438 1.510 -1.018
H 1.996 2.371 -0.468
H 0.689 1.270 1.201
H -1.419 2.837 1.346
H -2.825 2.310 0.611
H -3.031 -0.113 -0.170
H -3.186 -1.987 -1.252
H -1.827 -2.819 -1.720
H 0.317 -1.848 -1.352
```

## Properties
- total charge = +2
- SMILES = CSC1(C2CC2)NC(=[NH2+])NC(=[NH2+])N1
- highest occupied orbital energy (eV) = -16.1
- largest force on an atom (eV Å⁻¹) = 4.97
- orbital gap (eV) = 8.5

natural (NBO) atomic charge list, values in e, 2 entries:
1 C -0.73
2 S 0.27

---

# C7H15NO

2 unconnected molecules or ions with the total composition C7H15NO in a non-equilibrium geometry (ωB97M-V with the def2-TZVPD basis set, the OMol25 dataset).

The geometry in XYZ format:
```
24
C7H15NO, DFT ωB97M-V with the def2-TZVPD basis set
C 1.369 1.845 -0.059
C 1.023 0.465 0.482
C 0.722 -0.643 -0.709
C 0.619 -2.015 -0.077
C -0.515 -0.381 -1.562
O -0.639 0.921 -2.097
H 1.751 2.476 0.742
H 2.142 1.778 -0.825
H 0.505 2.327 -0.509
H 1.918 0.029 0.934
H 0.423 0.567 1.386
H 1.612 -0.580 -1.347
H 0.289 -2.764 -0.795
H 1.580 -2.334 0.326
H -0.115 -1.980 0.738
H -1.420 -0.562 -0.988
H -0.524 -1.118 -2.376
H 0.128 1.101 -2.650
C -1.714 -0.588 2.209
C -1.733 0.429 1.383
N -2.145 1.404 0.781
H -2.494 -1.329 2.190
H -0.962 -0.675 2.970
H -1.819 1.627 -0.149
```

## Properties
- SMILES = CC[C@@H](C)CO.C=C=N
- highest occupied orbital energy (eV) = -8.8
- largest force on an atom (eV Å⁻¹) = 2.56
- orbital gap (eV) = 9.6

natural (NBO) atomic charge list, values in e, 2 entries:
1 C -0.62
2 C -0.40

---

# C7H15NO

2 unconnected molecules or ions with the total composition C7H15NO in a non-equilibrium geometry (ωB97M-V with the def2-TZVPD basis set, the OMol25 dataset).

The geometry in XYZ format:
```
24
C7H15NO, DFT ωB97M-V with the def2-TZVPD basis set
C 2.004 1.500 0.626
C 0.131 -1.765 0.191
C -0.867 -1.194 1.235
C 0.176 -0.461 -0.397
C -3.065 0.618 -0.636
C 2.985 -0.340 -0.620
C -1.802 1.167 0.043
N 1.984 0.417 -0.057
O -0.665 0.156 0.483
H 3.073 1.821 0.853
H 1.131 1.978 1.024
H 1.125 -2.198 0.566
H -0.399 -2.630 -0.403
H -1.811 -1.644 1.037
H -0.659 -1.051 2.317
H 0.404 -0.141 -1.380
H -3.709 1.518 -0.771
H -3.439 -0.174 -0.144
H -3.007 0.578 -1.800
H 3.931 0.086 -0.428
H 2.823 -0.236 -1.636
H 3.071 -1.463 -0.451
H -1.174 1.850 -0.673
H -2.240 1.606 1.020
```

## Properties
- total charge = +2
- highest occupied orbital energy (eV) = -19.3
- largest force on an atom (eV Å⁻¹) = 6.41
- orbital gap (eV) = 10.7

natural (NBO) atomic charge list, values in e, 2 entries:
1 C 0.06
2 C -0.56

---

# C7H15NO2

A molecular structure, C7H15NO2 (ωB97M-V with the def2-TZVPD basis set, the OMol25 dataset).

The geometry in XYZ format:
```
25
C7H15NO2, DFT ωB97M-V with the def2-TZVPD basis set
C 0.846 0.870 0.312
C -0.882 -0.563 0.460
C 1.952 0.714 1.348
C 0.006 0.138 -2.361
C -0.579 -1.714 1.389
C -2.323 -0.525 -0.002
C 0.783 -0.392 -0.602
N 1.010 2.106 -0.378
O -0.474 0.722 0.910
O 1.601 -1.265 -0.761
H -0.381 -0.442 -1.059
H 1.271 2.859 0.246
H 0.175 2.368 -0.885
H 1.864 -0.232 1.873
H 1.870 1.522 2.077
H 2.927 0.754 0.863
H 0.927 0.645 -2.627
H -0.853 0.802 -2.451
H -0.111 -0.790 -2.915
H -2.610 -1.464 -0.479
H -0.942 -2.648 0.956
H -1.086 -1.558 2.347
H 0.487 -1.833 1.572
H -2.500 0.298 -0.695
H -2.978 -0.372 0.862
```

## Properties
- highest occupied orbital energy (eV) = -8.0
- largest force on an atom (eV Å⁻¹) = 0.60
- orbital gap (eV) = 8.8

natural (NBO) atomic charge list, values in e, 2 entries:
1 C 0.31
2 C 0.20